Below is a 13-piece molecular cluster, C65H166N10O21 overall at a distorted geometry, with properties calculated with wB97M-V/def2-TZVPD.

Summary:
Kohn-Sham gap in eV: 8.85
Energy relative to the best compared isomer or geometry (same formula, charge and spin) in kcal per mole: 0.0
LUMO in eV: 0.463
DFT total energy in eV: -127985.0018
Max |F| in Eh/bohr: 0.0264
Multiplicity: 1

Last column: Mulliken charge in e.
Element x y z (Å)
1 C 7.812 25.306 8.906  -0.8553
2 C 8.965 24.332 8.815  0.4574
3 C 9.195 23.538 10.078  -1.5860
4 O 8.661 23.465 7.689  -0.1872
5 H 6.856 24.784 8.954  0.0433
6 H 7.840 26.011 8.078  0.1654
7 H 7.907 25.869 9.840  0.5311
8 H 9.894 24.845 8.542  0.1440
9 H 9.566 24.210 10.857  0.4359
10 H 9.968 22.779 9.947  0.4396
11 H 8.272 23.087 10.446  0.3328
12 H 9.274 22.723 7.710  0.1200
13 C 6.692 20.783 6.414  -1.2738
14 C 5.941 21.916 5.727  1.3439
15 C 4.498 21.567 5.480  -1.4123
16 O 5.949 23.065 6.583  -0.0190
17 H 6.811 19.930 5.746  0.3422
18 H 6.178 20.526 7.344  0.2279
19 H 7.684 21.109 6.735  0.1538
20 H 6.425 22.155 4.770  -0.0740
21 H 3.935 21.486 6.411  0.3183
22 H 4.384 20.650 4.895  0.7193
23 H 4.017 22.327 4.854  -0.1030
24 H 6.870 23.214 6.843  -0.2969
25 C 0.544 30.213 3.493  -0.9940
26 C 1.279 30.120 2.172  1.6509
27 C 0.465 29.316 1.174  -0.9640
28 O 1.480 31.456 1.686  -0.6420
29 H 0.473 29.192 3.885  -0.0572
30 H -0.492 30.547 3.445  0.2346
31 H 1.101 30.805 4.218  0.3504
32 H 2.242 29.629 2.354  -0.5047
33 H 1.035 28.986 0.303  0.4116
34 H -0.485 29.787 0.927  0.3301
35 H 0.168 28.368 1.646  -0.0614
36 H 2.116 31.417 0.966  0.3675
37 C 9.366 18.844 4.355  -0.7895
38 O 9.537 20.196 4.694  -0.2459
39 C 9.627 21.011 3.544  -0.6221
40 C 10.085 22.412 3.903  -0.8450
41 N 9.024 23.287 4.353  0.7987
42 C 9.440 24.659 4.514  -1.5081
43 C 8.347 25.612 5.005  0.2200
44 O 7.494 26.087 3.995  -0.3499
45 C 6.632 25.131 3.422  -0.0011
46 H 8.523 18.719 3.665  0.3658
47 H 9.119 18.283 5.258  0.1232
48 H 10.286 18.403 3.957  0.3600
49 H 8.642 21.119 3.064  0.2679
50 H 10.334 20.588 2.821  0.5331
51 H 10.581 22.834 3.027  0.4979
52 H 10.863 22.326 4.685  0.3185
53 H 8.605 22.906 5.192  -0.5436
54 H 9.820 25.067 3.572  0.4504
55 H 10.280 24.718 5.234  0.5267
56 H 8.817 26.459 5.502  0.5532
57 H 7.748 25.043 5.735  -0.1851
58 H 5.931 24.734 4.167  -0.1935
59 H 7.177 24.316 2.942  0.3891
60 H 6.111 25.664 2.625  -0.0270
61 C 0.860 20.182 6.921  -0.1572
62 O 1.541 19.413 7.863  -0.3780
63 C 2.532 18.624 7.261  0.3236
64 C 3.379 18.018 8.365  -0.7095
65 N 4.416 17.144 7.832  -0.2817
66 C 5.317 16.675 8.860  -0.5717
67 C 6.310 15.676 8.307  -0.7250
68 O 7.430 16.369 7.802  -0.2123
69 C 8.386 15.508 7.252  -0.8210
70 H 0.105 20.815 7.385  0.0761
71 H 0.318 19.631 6.138  0.3558
72 H 1.570 20.863 6.431  -0.0257
73 H 3.161 19.202 6.566  -0.3043
74 H 2.070 17.829 6.658  0.2729
75 H 2.705 17.448 9.011  0.3187
76 H 3.792 18.835 8.979  0.2783
77 H 4.931 17.654 7.121  0.2142
78 H 4.737 16.182 9.643  0.4145
79 H 5.907 17.471 9.339  0.3153
80 H 5.838 15.066 7.524  0.3372
81 H 6.622 14.969 9.092  0.4567
82 H 8.716 14.749 7.974  0.3428
83 H 9.257 16.088 6.949  0.2088
84 H 8.018 14.992 6.354  0.3437
85 C -5.491 29.532 6.885  -0.5638
86 O -5.756 29.441 8.265  -0.4974
87 C -4.923 28.489 8.885  0.0655
88 C -5.336 27.038 8.588  -0.6809
89 N -4.209 26.167 8.299  -0.1490
90 C -4.630 24.876 7.772  -0.8120
91 C -3.514 23.869 7.759  -0.5825
92 O -2.677 24.095 6.636  -0.2276
93 C -1.542 23.253 6.659  -0.7000
94 H -6.113 30.327 6.475  0.3455
95 H -5.738 28.604 6.356  0.2251
96 H -4.442 29.786 6.688  0.1837
97 H -4.985 28.637 9.964  0.3723
98 H -3.868 28.631 8.616  -0.0631
99 H -6.034 27.063 7.730  0.3504
100 H -5.918 26.588 9.396  0.3176
101 H -3.510 26.564 7.677  -0.0762
102 H -5.015 24.985 6.746  0.3148
103 H -5.443 24.504 8.400  0.4615
104 H -3.971 22.877 7.611  0.4369
105 H -2.977 23.874 8.712  0.3366
106 H -1.819 22.294 7.110  0.5854
107 H -0.756 23.684 7.294  0.1753
108 H -1.136 23.121 5.659  0.0895
109 C 1.321 22.649 3.131  -0.6200
110 O 0.859 23.774 2.429  0.2652
111 C -0.011 24.570 3.206  0.9568
112 C -0.622 25.612 2.285  1.0707
113 N -1.635 25.104 1.374  -0.2428
114 C -1.160 24.494 0.149  -0.0475
115 C -2.324 24.000 -0.674  -0.8337
116 O -2.829 22.822 -0.062  -0.2373
117 C -3.962 22.327 -0.714  -0.7891
118 H 0.504 21.974 3.416  0.3744
119 H 1.864 22.945 4.041  -0.1259
120 H 2.022 22.106 2.498  0.3780
121 H 0.535 25.017 4.051  -0.6559
122 H -0.840 23.971 3.613  0.0118
123 H 0.179 26.134 1.760  -0.7468
124 H -1.141 26.368 2.887  -0.9936
125 H -2.303 24.501 1.836  0.2647
126 H -0.480 23.654 0.338  0.0640
127 H -0.620 25.240 -0.443  0.2685
128 H -1.999 23.799 -1.701  0.4558
129 H -3.105 24.771 -0.637  0.3836
130 H -3.747 22.078 -1.771  0.3023
131 H -4.773 23.061 -0.803  0.3119
132 H -4.239 21.402 -0.218  0.2319
133 C 0.556 29.963 10.016  -0.9391
134 O 0.419 29.204 8.831  -0.1241
135 C -0.222 27.966 9.085  -0.7419
136 C -0.488 27.219 7.807  0.5425
137 N -1.506 27.894 7.031  0.5877
138 C -1.634 27.373 5.680  0.3713
139 C -2.770 28.028 4.938  -0.6921
140 O -2.545 29.414 4.888  -0.2956
141 C -3.460 30.054 4.008  -0.9804
142 H 0.878 30.960 9.753  0.3001
143 H 1.272 29.446 10.682  0.1706
144 H -0.341 29.952 10.654  0.3851
145 H -1.201 28.177 9.547  0.5230
146 H 0.371 27.393 9.809  0.0555
147 H -0.888 26.249 8.134  -0.2618
148 H 0.413 27.058 7.199  -0.5483
149 H -1.389 28.900 7.016  0.4113
150 H -1.758 26.290 5.752  -0.0384
151 H -0.720 27.596 5.096  -0.4216
152 H -3.685 27.822 5.520  0.1247
153 H -2.903 27.548 3.960  0.5608
154 H -4.419 29.537 4.143  0.4552
155 H -3.193 29.945 2.953  0.2670
156 H -3.522 31.089 4.329  0.2738
157 C 5.339 28.158 8.829  -0.1850
158 O 4.910 29.488 8.699  -0.4280
159 C 3.798 29.674 7.844  1.8060
160 C 3.224 31.058 8.022  -0.4626
161 N 4.232 32.045 7.644  -0.3645
162 C 3.808 33.415 7.909  -0.9370
163 C 3.977 33.860 9.362  -0.4077
164 O 5.263 33.503 9.768  -0.3223
165 C 5.563 33.863 11.085  -0.7628
166 H 4.561 27.489 9.207  0.1024
167 H 6.120 28.170 9.598  0.4411
168 H 5.841 27.816 7.917  -0.1563
169 H 3.016 28.930 8.058  -0.7718
170 H 4.103 29.517 6.802  -0.6687
171 H 2.897 31.147 9.067  -0.2281
172 H 2.339 31.033 7.378  0.5448
173 H 4.976 31.871 8.318  0.4060
174 H 2.790 33.615 7.569  0.3592
175 H 4.427 34.085 7.298  0.3946
176 H 3.232 33.341 9.990  0.2499
177 H 3.783 34.939 9.409  0.4505
178 H 4.827 33.446 11.788  0.2775
179 H 5.524 34.947 11.278  0.3204
180 H 6.563 33.524 11.336  0.2545
181 C 6.721 31.784 -3.069  -0.7125
182 O 7.195 32.145 -1.804  -0.3324
183 C 7.053 31.104 -0.841  -0.3852
184 C 6.908 31.763 0.517  -0.5801
185 N 6.871 30.781 1.582  -0.2432
186 C 5.572 30.204 1.871  -0.8101
187 C 5.697 29.154 2.940  0.4166
188 O 5.926 29.775 4.187  -0.4729
189 C 6.170 28.819 5.190  -0.5397
190 H 7.223 30.900 -3.491  0.2911
191 H 6.969 32.595 -3.755  0.2613
192 H 5.644 31.585 -3.049  0.3032
193 H 7.908 30.424 -0.898  0.2776
194 H 6.158 30.512 -1.079  0.2599
195 H 6.005 32.388 0.513  0.2020
196 H 7.787 32.391 0.667  0.3987
197 H 7.375 31.044 2.412  0.2723
198 H 5.153 29.743 0.970  0.3457
199 H 4.863 31.005 2.148  0.4402
200 H 6.553 28.505 2.701  0.2511
201 H 4.815 28.495 2.977  -0.4167
202 H 5.413 28.036 5.260  0.0095
203 H 6.263 29.336 6.148  0.3810
204 H 7.158 28.372 5.022  0.4543
205 C 6.142 30.747 13.781  -0.7108
206 O 4.922 31.049 13.178  -0.4989
207 C 4.493 30.146 12.179  0.0559
208 C 3.960 28.842 12.762  -0.6073
209 N 2.788 29.150 13.563  -0.2237
210 C 2.137 28.013 14.200  -0.9841
211 C 1.156 27.258 13.336  -0.1650
212 O 1.823 26.218 12.632  -0.2806
213 C 0.908 25.281 12.109  -0.6042
214 H 6.383 31.561 14.472  0.2937
215 H 6.980 30.755 13.071  0.3046
216 H 6.113 29.828 14.374  0.2914
217 H 5.290 29.963 11.442  0.4261
218 H 3.720 30.656 11.599  -0.1417
219 H 4.782 28.389 13.339  0.3253
220 H 3.660 28.180 11.949  0.2301
221 H 2.995 29.849 14.263  0.2681
222 H 1.598 28.411 15.065  0.5391
223 H 2.865 27.310 14.632  0.3090
224 H 0.674 27.924 12.610  0.0105
225 H 0.365 26.836 13.971  0.5046
226 H 1.433 24.687 11.365  0.0043
227 H 0.099 25.770 11.548  0.3479
228 H 0.492 24.654 12.900  0.3503
229 C 3.826 23.408 -2.632  -1.4308
230 C 4.085 22.907 -1.208  0.4274
231 C 3.351 23.711 -0.171  0.1701
232 O 4.073 24.889 0.089  -0.4453
233 C 3.457 25.695 1.052  -0.2071
234 N 3.825 21.470 -1.039  -0.6684
235 H 2.764 23.303 -2.870  0.2917
236 H 4.413 22.837 -3.353  0.3950
237 H 4.135 24.450 -2.740  0.3431
238 H 5.162 23.025 -1.041  0.2119
239 H 3.257 23.157 0.773  -0.1347
240 H 2.334 23.937 -0.532  -0.0305
241 H 2.430 25.962 0.771  0.4278
242 H 4.045 26.590 1.256  0.1310
243 H 3.397 25.183 2.027  -0.1076
244 H 4.261 20.947 -1.787  0.2767
245 H 2.823 21.310 -1.099  0.2422
246 C 3.488 24.514 8.721  -1.0507
247 C 2.524 24.892 7.617  1.5824
248 C 3.105 25.950 6.701  0.7920
249 O 2.225 26.270 5.641  0.7141
250 C 2.806 27.224 4.789  0.1720
251 N 2.060 23.686 6.906  0.1128
252 H 4.428 24.108 8.343  -0.3889
253 H 2.996 23.837 9.414  0.4944
254 H 3.761 25.404 9.300  0.1041
255 H 1.619 25.316 8.069  -0.7815
256 H 4.074 25.661 6.261  0.3823
257 H 3.279 26.851 7.307  -1.0234
258 H 2.133 27.493 3.974  -0.2823
259 H 3.731 26.839 4.342  -0.0513
260 H 2.999 28.114 5.399  -0.2590
261 H 1.467 24.025 6.152  -0.2513
262 H 2.868 23.258 6.460  -0.3816

=====

Below is a 2-piece molecular cluster, CHBrF2 overall at a distorted geometry, with properties calculated with wB97M-V/def2-TZVPD.

Summary:
Kohn-Sham gap (alpha / beta) in eV: 5.08 / 3.71
Energy relative to the best compared isomer or geometry (same formula, charge and spin) in kcal per mole: 162.3
LUMO (alpha / beta) in eV: -2.860 / -3.671
DFT total energy in eV: -76523.1496
Max |F| in Eh/bohr: 0.0654
Multiplicity: 1

Last column: Mulliken charge in e.
Element x y z (Å)
1 C 0.353 -0.258 -0.027  0.3051
2 F 0.295 1.094 -0.184  -0.1073
3 F 0.719 -0.732 -1.136  -0.1028
4 Br 1.280 -0.861 1.444  0.0078
5 H -2.647 0.758 -0.097  -0.1027

=====

Below is C4H6O2 as an isolated structure at a distorted geometry, with properties calculated with wB97M-V/def2-TZVPD.

Summary:
Kohn-Sham gap in eV: 9.67
Energy relative to the best compared isomer or geometry (same formula, charge and spin) in kcal per mole: 178.4
LUMO in eV: 0.253
DFT total energy in eV: -8332.7266
Max |F| in Eh/bohr: 0.1211
Multiplicity: 1

Last column: Mulliken charge in e.
Element x y z (Å)
1 C 1.785 0.968 -0.128  -0.8631
2 C 0.532 0.329 0.313  0.4406
3 C 0.227 -1.123 0.253  -0.1419
4 C -1.712 0.268 -0.269  -0.1178
5 H 1.943 1.934 0.276  0.3131
6 H 2.581 0.313 -0.690  0.2187
7 H 0.121 -1.638 1.364  0.1917
8 H 1.117 -1.878 -0.365  0.2535
9 H -3.104 0.155 0.078  0.2518
10 H -1.656 0.834 -1.506  0.2171
11 O -1.190 -1.036 -0.396  -0.3160
12 O -0.646 0.873 1.069  -0.4479

=====

Which formula does entry 3 have? C4H6O2

=====

Which value of multiplicity does entry 2 give? 1

=====

Copy entry 2 word for word.
Below is a 2-piece molecular cluster, CHBrF2 overall at a distorted geometry, with properties calculated with wB97M-V/def2-TZVPD.

Summary:
Kohn-Sham gap (alpha / beta) in eV: 5.08 / 3.71
Energy relative to the best compared isomer or geometry (same formula, charge and spin) in kcal per mole: 162.3
LUMO (alpha / beta) in eV: -2.860 / -3.671
DFT total energy in eV: -76523.1496
Max |F| in Eh/bohr: 0.0654
Multiplicity: 1

Last column: Mulliken charge in e.
Element x y z (Å)
1 C 0.353 -0.258 -0.027  0.3051
2 F 0.295 1.094 -0.184  -0.1073
3 F 0.719 -0.732 -1.136  -0.1028
4 Br 1.280 -0.861 1.444  0.0078
5 H -2.647 0.758 -0.097  -0.1027

=====

What did the third record say?
Below is C4H6O2 as an isolated structure at a distorted geometry, with properties calculated with wB97M-V/def2-TZVPD.

Summary:
Kohn-Sham gap in eV: 9.67
Energy relative to the best compared isomer or geometry (same formula, charge and spin) in kcal per mole: 178.4
LUMO in eV: 0.253
DFT total energy in eV: -8332.7266
Max |F| in Eh/bohr: 0.1211
Multiplicity: 1

Last column: Mulliken charge in e.
Element x y z (Å)
1 C 1.785 0.968 -0.128  -0.8631
2 C 0.532 0.329 0.313  0.4406
3 C 0.227 -1.123 0.253  -0.1419
4 C -1.712 0.268 -0.269  -0.1178
5 H 1.943 1.934 0.276  0.3131
6 H 2.581 0.313 -0.690  0.2187
7 H 0.121 -1.638 1.364  0.1917
8 H 1.117 -1.878 -0.365  0.2535
9 H -3.104 0.155 0.078  0.2518
10 H -1.656 0.834 -1.506  0.2171
11 O -1.190 -1.036 -0.396  -0.3160
12 O -0.646 0.873 1.069  -0.4479